Record 1
{"formula": "C32H52O3Si2", "method": "wB97M-V/def2-TZVPD", "homo_energy_ev": -9.177, "gap_ev": 9.88, "max_force_ha_per_bohr": 0.005, "charge": 0, "e_lumo_ha": 0.0258, "smiles": "CCC[C@H](C)[SiH2]O[Si@@H](CCCCO)CCCCOC.c1ccccc1.c1ccccc1.c1ccccc1", "symbols": ["C", "C", "H", "H", "H", "H", "H", "C", "C", "H", "H", "C", "H", "H", "C", "O", "H", "H", "C", "H", "H", "C", "H", "C", "C", "C", "H", "C", "H", "H", "C", "H", "H", "C", "C", "H", "C", "H", "H", "C", "C", "H", "H", "O", "Si", "H", "H", "Si", "C", "H", "H", "H", "H", "C", "H", "C", "H", "H", "C", "C", "H", "H", "H", "C", "H", "H", "O", "C", "H", "C", "H", "C", "C", "H", "H", "H", "H", "C", "H", "C", "H", "C", "H", "C", "H", "H", "H", "H", "H"], "coordinates": [[-5.56, 3.33, 2.87], [2.48, 1.01, 0.81], [0.89, 3.15, 2.43], [-0.07, -3.02, -0.64], [-0.50, 3.96, 1.77], [6.68, 0.30, 3.50], [4.54, -1.46, -5.85], [-3.37, -2.61, 0.40], [2.44, -0.03, -8.09], [-5.07, -2.40, -0.93], [-5.45, -3.10, 0.62], [3.68, -0.93, -6.24], [-1.87, -0.74, -2.16], [-2.44, -1.16, 3.85], [-8.25, 2.66, 2.76], [0.30, -0.64, 0.17], [-0.48, 3.75, 4.28], [4.30, -1.08, -8.28], [4.59, -2.82, -3.17], [-1.06, 1.82, 5.43], [-0.62, -2.51, 1.66], [1.47, 0.44, -7.21], [-3.13, -3.63, 0.05], [1.61, 0.23, -5.85], [-4.85, -2.32, 0.14], [6.92, -1.32, -2.96], [-4.77, -0.75, 1.62], [6.87, -2.41, -3.83], [5.86, -0.13, -1.53], [-3.22, -2.62, 1.48], [-5.95, 2.00, 3.00], [2.82, -0.62, -4.30], [-0.73, -0.93, 4.30], [-1.75, -0.52, 4.39], [5.70, -3.16, -3.93], [5.65, -1.57, 3.15], [-0.86, 1.66, 4.37], [-5.21, 1.23, 3.14], [-2.61, -0.61, 0.20], [-0.19, 3.04, 2.26], [-5.25, -0.94, 0.65], [0.85, -0.26, 2.61], [-6.33, -0.84, 0.79], [-1.83, 0.77, 3.83], [0.77, 0.46, 1.31], [3.96, 0.57, 2.91], [3.68, -3.39, -3.26], [-0.65, -1.99, 0.26], [2.71, -0.45, -5.36], [7.73, -2.67, -4.42], [3.42, -1.09, 2.85], [0.85, 0.60, -5.17], [7.83, -0.74, -2.89], [3.52, -0.12, 0.91], [0.61, 0.98, -7.60], [-6.51, 4.32, 2.69], [-0.51, 2.18, 0.29], [-4.51, 3.58, 2.92], [5.50, -0.81, 2.38], [-0.90, 2.98, 3.62], [-4.94, -0.14, -0.02], [4.36, 0.11, 0.25], [-1.46, 1.43, 1.55], [-7.86, 3.99, 2.64], [2.39, 1.36, -0.23], [0.13, 1.19, 4.29], [6.39, 0.29, 2.59], [-7.30, 1.67, 2.95], [-1.96, 3.24, 3.48], [4.65, -1.73, -2.30], [-8.60, 4.76, 2.49], [5.81, -0.98, -2.20], [-2.55, -1.49, -1.75], [-7.61, 0.64, 3.05], [-6.20, 5.35, 2.59], [-3.56, -1.22, -2.06], [3.08, -1.04, 0.52], [-0.47, 1.84, 1.33], [2.33, 0.14, -9.16], [-2.40, -1.59, -0.23], [3.78, -1.47, -1.71], [3.54, -0.71, -7.60], [-2.03, -0.51, 5.46], [4.04, -0.36, 2.33], [2.82, 1.88, 1.39], [-9.30, 2.41, 2.72], [5.79, -1.26, 1.42], [5.66, -4.00, -4.61], [-2.31, -2.44, -2.24]], "mulliken_charge": [-0.20, -1.16, 0.25, -0.29, 0.37, 0.32, 0.24, -1.01, -0.39, 0.31, 0.39, -0.13, 0.43, 0.08, -0.41, 0.11, 0.43, 0.37, -0.45, 0.55, -0.22, -0.38, 0.45, -0.58, -0.66, -0.56, -0.03, -0.35, 0.40, 0.20, -0.27, 0.34, 0.28, -0.66, -0.51, 0.36, -0.70, 0.40, -0.25, -0.92, -0.72, -0.21, 0.42, -0.11, 0.25, 0.24, 0.37, 0.29, -0.04, 0.38, 0.38, 0.40, 0.39, -0.05, 0.36, -0.52, 0.57, 0.28, -0.75, -0.15, 0.25, -0.09, 0.16, -0.39, 0.48, 0.25, -0.54, -0.42, -0.19, -0.12, 0.36, -0.42, -1.71, 0.40, 0.37, 0.40, 0.27, -0.38, 0.36, 1.28, 0.47, -0.52, 0.31, -0.40, 0.55, 0.36, 0.27, 0.39, 0.35]}

Record 2
{"formula": "C16H30BrCl5CsF12N4NaO16PRbS5", "method": "wB97M-V/def2-TZVPD", "homo_energy_ev": -6.821, "gap_ev": 3.79, "max_force_ha_per_bohr": 0.207, "charge": 0, "e_lumo_ha": -0.1113, "symbols": ["H", "H", "C", "Cl", "F", "H", "C", "H", "O", "C", "O", "C", "H", "Cl", "H", "H", "S", "H", "O", "H", "H", "P", "F", "H", "O", "H", "C", "H", "O", "S", "O", "O", "C", "Rb", "S", "O", "S", "F", "H", "O", "Na", "C", "C", "F", "N", "H", "C", "O", "O", "H", "C", "F", "F", "O", "Br", "N", "H", "C", "O", "O", "F", "C", "H", "Cl", "F", "F", "O", "H", "Cs", "H", "C", "H", "H", "F", "C", "H", "O", "F", "Cl", "H", "H", "H", "F", "H", "N", "C", "H", "N", "H", "Cl", "H", "S", "C"], "coordinates": [[-2.14, 5.45, 8.14], [1.60, -1.45, -1.24], [0.91, -0.54, -1.52], [-2.85, 4.76, 2.12], [-5.66, 3.93, -2.61], [-3.90, 5.41, 7.88], [1.75, 0.83, -1.20], [-1.49, 4.46, 0.22], [1.29, -0.58, -4.11], [1.75, -1.98, -4.40], [2.11, -5.38, -3.97], [2.56, 4.82, 2.45], [1.43, 1.69, -1.95], [-1.88, 2.26, 0.98], [1.12, -4.62, -1.04], [6.82, -2.49, -3.68], [-2.68, 5.26, 5.82], [7.65, -3.74, -0.35], [0.99, -3.93, -1.78], [-8.40, -2.95, 1.20], [4.57, -0.36, -3.79], [2.39, -4.12, -2.79], [-7.17, 3.01, -3.88], [3.37, -4.68, -0.86], [0.90, 2.85, 1.74], [1.50, 1.17, -0.10], [0.28, -0.61, -3.03], [6.43, -4.17, -1.82], [-8.13, 1.18, -1.66], [-6.78, 1.76, -1.56], [-6.42, 2.23, -0.22], [-6.28, -1.44, -1.89], [-2.36, 3.93, 0.63], [-0.29, -4.19, -5.70], [-5.27, -0.39, -1.76], [2.27, 2.51, 3.75], [2.23, 2.98, 2.36], [9.32, -2.85, 1.61], [-4.14, 5.90, 4.04], [9.40, -0.83, 3.97], [-0.95, -2.11, 1.82], [4.79, -1.37, -3.24], [-4.13, 6.08, 5.11], [1.63, 5.50, 3.20], [-5.64, 1.03, -2.38], [-12.07, -2.82, 1.00], [-2.96, 5.82, 7.52], [7.83, -2.30, 5.14], [3.31, 2.43, 1.53], [-11.84, -4.23, 1.53], [6.78, -1.89, -1.39], [-7.78, 4.17, -2.13], [-2.96, 0.06, -3.01], [-12.45, -3.48, 1.60], [-0.69, -0.66, -0.26], [3.68, -4.59, -1.88], [-4.08, 7.15, 5.30], [-3.99, -0.83, -2.99], [1.21, -2.60, -5.46], [-4.56, -0.37, -0.48], [3.78, 5.12, 3.01], [8.36, -2.86, 2.59], [5.73, -3.57, -0.15], [-6.46, -4.23, 0.82], [2.56, 5.42, 1.22], [7.92, -4.16, 2.66], [10.09, -3.09, 4.61], [-5.04, 5.67, 5.56], [-0.05, 4.40, 5.00], [2.89, 0.55, -1.25], [6.38, -1.65, -2.99], [1.72, -6.14, -3.41], [-0.52, 0.24, -3.26], [-4.48, -0.87, -4.26], [6.63, -3.45, -0.90], [-0.29, -1.66, -3.15], [-1.46, 5.97, 5.30], [7.31, -2.14, 2.08], [-3.66, 3.98, -0.57], [-7.98, -3.05, -0.54], [4.09, -2.14, -5.01], [6.17, -1.20, -0.67], [-3.44, -2.06, -2.76], [4.21, -1.33, -2.20], [2.81, -2.53, -3.48], [-6.86, 3.27, -2.57], [-2.98, 6.91, 7.55], [4.08, -2.49, -4.03], [7.93, -1.61, -1.27], [-9.22, -4.92, 0.19], [6.95, -0.65, -3.29], [8.98, -2.21, 4.23], [-8.06, -3.61, 0.40]], "mulliken_charge": [0.30, -0.16, 0.38, -0.15, -0.22, 0.38, -0.40, 0.30, -0.29, 0.07, -0.54, 0.57, 0.29, -0.07, 0.31, 0.35, 0.59, 0.19, -0.47, 0.26, 0.31, 0.43, -0.23, 0.19, -0.44, 0.03, -0.27, 0.29, -0.65, 0.94, -0.60, -0.63, -0.15, 1.02, 1.00, -0.63, 0.88, -0.24, 0.16, -0.66, 0.79, 0.14, -0.74, -0.30, -0.25, 0.32, -1.02, -0.67, -0.63, 0.31, -0.41, -0.21, -0.22, -0.63, -0.12, -0.58, 0.30, 0.58, -0.77, -0.62, -0.22, 0.60, 0.06, -0.17, -0.22, -0.25, -0.66, 0.37, 1.07, 0.14, -0.82, 0.36, 0.42, -0.26, -0.67, 0.18, -0.65, -0.22, 0.00, 0.18, 0.28, 0.23, -0.23, -0.12, 1.15, 0.60, 0.36, -0.69, 0.33, -0.19, 0.29, 1.13, -0.08]}

Which value of charge does entry 2 give? 0

What is the charge in the first record? 0

What is the charge in the first record? 0